[1]
8
Properties=species:S:1:pos:R:3:forces:R:3:mulliken_charge:R:1 method="wB97M-V/def2-TZVPD" homo_lumo_gap_ev=6.63 lumo_ev=-2.27 homo_ev=-8.898 spin_multiplicity=1 de_lowest_kcal_mol=43.7
C 0.4869 -0.0826 0.0297 1.927 3.058 0.379 -0.97
Si 2.3275 0.5331 -0.0263 -0.049 -1.868 0.509 0.28
I 2.8588 2.0350 1.8791 -0.057 -0.643 -0.914 0.00
I 3.6012 -2.4704 0.4157 -0.696 2.092 -0.328 -0.30
I 2.9397 1.4257 -2.3133 -0.317 -0.536 1.431 -0.01
H 0.1132 -0.7479 0.7539 0.106 -0.444 1.477 0.37
H 0.0220 0.9373 0.0612 -0.326 -1.094 -0.347 0.30
H 0.4423 -0.6015 -0.8653 -0.587 -0.566 -2.208 0.32



[2]
7
Properties=species:S:1:pos:R:3:forces:R:3:mulliken_charge:R:1 method="wB97M-V/def2-TZVPD" homo_lumo_gap_ev=9.92 lumo_ev=-0.45 homo_ev=-10.368 spin_multiplicity=1 de_lowest_kcal_mol=18.5 smiles="O=CI.O"
C 1.8714 -0.8804 0.1661 -1.060 -0.208 -1.225 0.03
O 1.5160 0.2586 0.2451 1.215 -1.476 0.202 -0.47
O -1.2292 0.2697 0.2321 0.837 0.122 -0.491 -0.64
I 1.6757 -2.3929 1.7232 0.211 0.649 -0.274 0.05
H 2.1076 -1.4314 -0.8209 0.093 0.938 1.301 0.35
H -0.3023 0.4301 -0.0907 -1.600 -0.045 0.870 0.36
H -1.2384 0.4117 1.1889 0.305 0.022 -0.383 0.31



[3]
7
Properties=species:S:1:pos:R:3:forces:R:3:mulliken_charge:R:1 method="wB97M-V/def2-TZVPD" homo_lumo_gap_ev="6.80 / 6.77" lumo_ev="-3.26 / -3.31" homo_ev="-10.058 / -10.081" spin_multiplicity=1 de_lowest_kcal_mol=80.0
C 0.1506 -0.2596 -0.1401 -1.405 0.154 3.287 -0.09
O -0.1957 1.0169 0.2614 -1.292 0.380 -5.025 -0.45
O 1.2090 -0.7536 0.4654 3.675 -0.688 1.192 -0.52
I 3.6442 -0.0012 -0.1022 -2.664 -0.610 0.351 0.19
H -0.6885 -0.9460 0.2215 0.702 0.027 -0.248 0.22
H 0.2360 -0.3811 -1.1267 -0.228 0.251 -4.287 0.35
H 0.0430 1.0714 1.1173 1.213 0.486 4.730 0.31



[4]
8
Properties=species:S:1:pos:R:3:forces:R:3:mulliken_charge:R:1 method="wB97M-V/def2-TZVPD" homo_lumo_gap_ev="6.69 / 7.20" lumo_ev="3.07 / 2.99" homo_ev="-3.626 / -4.212" spin_multiplicity=1 de_lowest_kcal_mol=60.0 charge=-1
C 0.0139 0.1693 -0.0566 2.199 2.078 -2.794 -0.97
O 2.5678 2.3068 0.9068 0.042 -0.079 0.315 -0.56
O 2.8391 1.8342 -1.6576 -0.618 -0.731 1.318 -0.57
P 2.5147 1.3954 -0.2513 -1.425 0.036 -1.283 0.56
I 3.9745 -0.6191 0.1650 0.152 -0.231 0.113 -0.27
H -0.2259 0.9282 -0.8950 -0.168 -1.207 1.918 0.27
H 0.2530 -0.7958 -0.4872 -0.053 -0.098 0.352 0.26
H -0.2806 0.2611 0.9712 -0.128 0.232 0.061 0.29



[5]
8
Properties=species:S:1:pos:R:3:forces:R:3:mulliken_charge:R:1 method="wB97M-V/def2-TZVPD" homo_lumo_gap_ev="6.44 / 6.61" lumo_ev="-0.39 / -3.14" homo_ev="-6.826 / -9.749" s2=2.010 spin_multiplicity=3 de_lowest_kcal_mol=56.7
C 0.5200 -0.2222 0.6529 1.878 -1.424 -5.395 -0.22
O -0.3820 -0.9960 0.9576 0.043 -0.757 -0.784 0.14
O -0.9280 -0.9213 2.1415 -0.905 0.264 1.550 -0.53
S -1.9059 2.0763 -0.8649 1.353 -2.634 -2.156 -0.30
I -2.7240 3.8413 0.5020 -1.273 2.843 2.119 0.05
H 0.9096 0.5574 1.2039 0.355 1.400 1.740 0.38
H 0.9983 -0.4412 -0.4416 -1.394 0.568 2.828 0.23
H -2.3752 1.1808 0.0004 -0.058 -0.259 0.099 0.24



[6]
8
Properties=species:S:1:pos:R:3:forces:R:3:mulliken_charge:R:1 method="wB97M-V/def2-TZVPD" homo_lumo_gap_ev="8.90 / 4.71" lumo_ev="-1.04 / -3.46" homo_ev="-9.935 / -8.170" spin_multiplicity=1 de_lowest_kcal_mol=36.5
C 0.2654 -1.4832 1.6769 1.370 -1.192 0.009 -0.83
O -1.8043 -3.0933 1.1129 -0.472 -0.263 -0.610 -0.49
S -0.0709 -1.2185 -0.0550 1.283 1.669 -0.489 -0.08
S -1.5873 -2.5263 -0.2543 -0.777 -0.921 0.569 0.35
I 3.6188 0.2911 0.1017 -0.063 -0.042 -0.013 0.01
H 0.7597 -0.6962 2.2500 0.024 0.174 -0.756 0.33
H 0.8430 -2.4355 1.7231 -0.287 0.793 0.316 0.33
H -0.6849 -1.6755 2.0799 -1.078 -0.218 0.975 0.37



[7]
8
Properties=species:S:1:pos:R:3:forces:R:3:mulliken_charge:R:1 method="wB97M-V/def2-TZVPD" homo_lumo_gap_ev=9.86 lumo_ev=-0.20 homo_ev=-10.066 spin_multiplicity=1 de_lowest_kcal_mol=52.9 smiles="O=[S@H](=S)CI"
C 0.2722 -0.2889 0.0205 0.431 -1.257 1.054 -0.80
O -2.1727 -0.6036 0.9850 3.701 4.385 -0.301 -0.57
S -1.5454 2.1173 -0.1392 0.094 0.670 0.148 -0.22
S -1.0906 0.5926 0.8397 -2.468 -5.899 2.145 0.50
I 2.2412 0.4732 0.1382 -0.230 0.373 0.004 0.14
H 0.4135 -1.3829 0.3122 -0.929 1.658 -0.138 0.38
H -0.1592 -0.1700 -0.9368 0.229 -0.307 -1.534 0.37
H -0.4994 0.7285 2.1484 -0.827 0.377 -1.379 0.20



[8]
8
Properties=species:S:1:pos:R:3:forces:R:3:mulliken_charge:R:1 method="wB97M-V/def2-TZVPD" homo_lumo_gap_ev=9.31 lumo_ev=-0.39 homo_ev=-9.700 spin_multiplicity=1 de_lowest_kcal_mol=40.2
C -0.3801 -0.7329 -0.2427 -2.448 0.622 1.306 -0.89
O 0.1536 1.8149 -0.6393 -0.045 -0.148 0.510 -0.50
S 2.4143 0.1757 -0.0424 1.494 -0.511 -0.062 -0.29
S 0.6420 0.6852 0.1188 -1.048 0.551 1.090 0.56
I -2.5140 -0.0958 -0.1413 0.818 -0.233 0.006 0.11
H -0.3533 -1.2267 -1.1812 0.859 0.205 -1.015 0.43
H -0.3537 -1.4660 0.5388 0.475 -0.210 0.487 0.40
H 0.3912 0.8456 1.5893 -0.104 -0.275 -2.321 0.19



[9]
8
Properties=species:S:1:pos:R:3:forces:R:3:mulliken_charge:R:1 method="wB97M-V/def2-TZVPD" homo_lumo_gap_ev="7.85 / 6.28" lumo_ev="-0.66 / -2.68" homo_ev="-8.502 / -8.962" s2=2.021 spin_multiplicity=3 de_lowest_kcal_mol=20.9
C 0.5064 1.0373 0.4018 -3.043 1.589 -1.378 -0.42
O 0.9166 0.2892 -0.7521 -0.850 -0.543 -0.806 -0.24
S -0.1315 0.1571 -2.0588 0.979 0.685 1.217 -0.11
S -1.2579 -2.9952 1.3395 -0.043 0.117 -0.695 -0.19
I -1.1546 -2.3020 -0.9147 -0.125 -0.528 0.971 0.29
H -0.4612 0.6597 0.9302 1.830 0.127 -0.955 0.22
H 0.2257 2.0957 0.0235 0.591 -1.466 0.860 0.24
H 1.3565 1.0583 1.0306 0.662 0.019 0.785 0.22



[10]
7
Properties=species:S:1:pos:R:3:forces:R:3:mulliken_charge:R:1 method="wB97M-V/def2-TZVPD" homo_lumo_gap_ev=10.72 lumo_ev=-7.07 homo_ev=-17.792 spin_multiplicity=1 de_lowest_kcal_mol=44.2 charge=+1
C 1.4119 0.3911 -2.4496 0.447 0.977 -3.672 0.17
N 0.9064 -0.1843 -0.1639 0.477 -0.835 1.150 -0.15
N -0.2910 -0.3049 0.0904 2.298 -0.937 -0.401 0.14
O 1.5680 0.6249 -3.5600 -0.396 -0.782 3.247 -0.07
H 1.3116 0.7714 0.0541 -0.991 -0.769 -0.719 0.37
H -0.8403 -1.1382 0.1746 0.562 -1.712 -0.740 0.30
H -0.8373 0.4311 0.2901 -2.397 4.057 1.135 0.24



[11]
8
Properties=species:S:1:pos:R:3:forces:R:3:mulliken_charge:R:1 method="wB97M-V/def2-TZVPD" homo_lumo_gap_ev="6.81 / 8.02" lumo_ev="4.69 / 4.88" homo_ev="-2.120 / -3.138" spin_multiplicity=1 de_lowest_kcal_mol=125.1 charge=-1 smiles="O=NCN[O-]"
C -0.1414 0.6514 0.2293 -0.458 -1.114 -2.039 -0.20
N -1.1066 -0.3045 0.4347 -1.788 -1.275 1.790 -0.48
N 0.9491 -0.4405 -0.5245 2.239 3.912 1.357 -0.09
O 2.1129 -0.4407 0.1100 -1.295 -0.900 -0.871 -0.60
O -2.1177 -0.4790 -0.3443 1.513 0.966 -0.228 -0.48
H -0.3475 1.3071 -0.6417 0.153 0.494 0.939 0.40
H 0.2344 0.9775 1.2284 0.238 -0.063 -1.400 0.25
H 0.4168 -1.2712 -0.4920 -0.603 -2.020 0.452 0.20



[12]
9
Properties=species:S:1:pos:R:3:forces:R:3:mulliken_charge:R:1 method="wB97M-V/def2-TZVPD" homo_lumo_gap_ev=10.87 lumo_ev=0.61 homo_ev=-10.257 spin_multiplicity=1 de_lowest_kcal_mol=21.8 smiles=N#CNP(O)O
C -1.6882 -0.9739 0.4682 -1.988 -0.123 -0.986 0.34
N -2.8105 -1.0311 0.1814 0.376 -0.407 0.720 -0.40
N -0.4311 -0.5998 0.4839 1.014 -0.784 1.138 -0.17
O 1.2018 0.0730 -1.1514 -0.111 1.004 0.331 -0.50
O 0.9785 1.4112 0.8249 -3.358 -0.933 1.262 -0.45
P -0.0196 0.8128 -0.3042 1.873 1.200 0.375 0.21
H 0.3507 -1.2443 0.6268 -0.634 0.028 0.224 0.34
H 0.6114 -0.2126 -1.8263 0.068 -1.137 -2.092 0.33
H 1.8068 1.7647 0.6966 2.759 1.153 -0.974 0.30



no.,E (a.u.),strongest force on any atom (Eh/bohr)
1,-1222.52382,0.071
2,-488.04733,0.037
3,-487.94935,0.101
4,-829.50170,0.080
5,-885.97458,0.114
6,-1209.13491,0.042
7,-1209.10883,0.131
8,-1209.12907,0.055
9,-1209.08311,0.072
10,-224.27616,0.094
11,-299.73089,0.092
12,-641.26871,0.072